# 1
Computed, not measured: a molecular structure, C39H25AsBaFN3O4S3 in a non-equilibrium geometry, with ωB97M-V/def2-TZVPD.

For the energy relative to the best compared isomer or geometry (same formula, charge and spin), the calculation gives 70.4 kJ/mol. As for the net charge: -2. As for the HOMO energy: -2.0 eV. As for the orbital gap: 5.909 eV.

The geometry in XYZ format:
```
77
Properties=species:S:1:pos:R:3:forces:R:3:nbo_charge:R:1
Ba -0.22553 -0.26930 -0.45984 1.508 -2.726 -0.432 1.77
O -2.65960 2.99750 1.12517 -0.130 -0.108 0.030 -0.65
C -1.72468 2.25480 0.54554 0.632 0.075 -0.078 0.83
O -2.00628 1.20694 -0.02265 -1.594 2.016 0.463 -0.71
C -0.31697 2.80954 0.62658 -0.241 -0.731 0.013 0.11
C -0.11436 4.14963 0.73446 0.515 0.339 0.015 -0.37
C 1.26266 4.56363 0.64145 -0.346 0.230 0.041 -0.19
C 2.26832 3.67086 0.57078 0.070 -0.348 0.022 -0.24
C 1.97270 2.23841 0.63247 -0.414 0.363 0.085 0.06
N 0.63164 1.85688 0.51318 -0.004 1.441 0.451 -0.69
C 2.90496 1.28665 0.80930 -0.148 0.014 0.009 0.38
O 4.25742 1.52112 0.92177 0.123 -0.043 0.008 -0.72
O 2.53404 -0.05131 0.77361 0.129 -0.132 -0.003 -0.54
H -3.46834 2.46131 1.08351 -0.029 0.094 0.028 0.50
H -0.93224 4.84651 0.82832 0.031 0.008 0.001 0.21
H 1.49775 5.62298 0.61913 -0.030 -0.007 -0.005 0.19
H 3.30099 3.98700 0.50091 -0.017 -0.004 -0.005 0.21
H 4.68584 1.16364 0.13248 0.009 0.025 0.016 0.47
S -1.33824 -0.06210 2.99731 -0.458 -0.208 0.033 -0.48
C -3.01722 -0.47530 3.32165 0.133 0.115 0.086 -0.14
C -3.71357 0.06147 4.42525 -0.017 0.044 0.043 -0.26
C -5.02962 -0.27512 4.70173 0.134 0.017 -0.047 -0.21
C -5.72587 -1.16968 3.89107 0.082 0.026 -0.007 -0.30
C -5.07127 -1.71701 2.79682 0.079 0.080 0.076 -0.15
C -3.74870 -1.38009 2.52036 0.057 0.049 -0.098 -0.44
As -2.78051 -2.00953 0.97712 0.205 -0.447 -0.172 0.87
C -1.71069 -3.46366 1.75683 -0.068 0.215 0.037 -0.22
C -1.00170 -4.28776 0.88976 0.187 -0.133 0.101 -0.27
C -0.21369 -5.32170 1.39231 -0.101 0.095 -0.018 -0.21
C -0.13680 -5.53327 2.76202 -0.120 0.007 0.020 -0.24
C -0.82826 -4.69389 3.63140 -0.006 -0.010 -0.068 -0.22
C -1.60365 -3.65514 3.13182 0.031 -0.132 -0.053 -0.23
C -4.14484 -3.15230 0.13814 -0.102 0.014 0.107 -0.23
C -4.85810 -2.61816 -0.93172 -0.115 -0.151 -0.078 -0.25
C -5.85504 -3.35511 -1.56483 0.086 -0.005 0.080 -0.21
C -6.14292 -4.64340 -1.13480 0.044 0.019 0.038 -0.23
C -5.43166 -5.18956 -0.07197 0.053 0.090 -0.004 -0.22
C -4.43985 -4.44765 0.55992 -0.125 -0.006 -0.098 -0.25
H -3.18253 0.75692 5.06523 -0.020 -0.008 -0.002 0.21
H -5.51935 0.16638 5.56343 0.004 0.005 0.003 0.19
H -6.75385 -1.43499 4.10619 0.001 0.007 0.007 0.19
H -5.59522 -2.41320 2.15382 0.003 -0.025 -0.039 0.20
H -1.02294 -4.12358 -0.18174 -0.039 0.040 -0.040 0.25
H 0.34642 -5.94109 0.70219 -0.003 -0.015 0.018 0.21
H 0.47707 -6.33582 3.15546 -0.002 0.007 0.002 0.20
H -0.74824 -4.83349 4.70320 0.020 -0.006 -0.013 0.21
H -2.11759 -2.98519 3.80939 -0.008 -0.002 0.007 0.23
H -4.62878 -1.62192 -1.29185 0.039 0.036 0.028 0.22
H -6.39179 -2.92576 -2.40227 -0.003 -0.011 0.006 0.20
H -6.90959 -5.22514 -1.63265 0.001 0.005 0.003 0.20
H -5.64390 -6.19743 0.26565 -0.011 0.005 -0.016 0.20
H -3.88918 -4.88253 1.38498 0.013 0.002 0.017 0.22
S 0.07568 0.24469 -3.46307 0.031 -0.456 -0.418 -0.56
C 0.29214 -1.30217 -4.28331 -0.028 0.201 0.005 -0.14
C 0.11195 -1.33300 -5.67881 -0.048 0.362 0.233 -0.18
C 0.25427 -2.47131 -6.44966 -0.150 0.171 -0.934 -0.20
C 0.04002 -2.38315 -7.88902 0.126 -0.182 0.884 0.32
N -0.13673 -2.30924 -9.02389 -0.003 0.038 -0.087 -0.39
C 0.60087 -3.67097 -5.82271 0.129 -0.844 -0.434 -0.20
C 0.78924 -3.67260 -4.45245 0.055 0.035 0.432 -0.13
C 0.64773 -2.52898 -3.64352 0.025 -0.026 0.162 -0.17
S 0.91972 -2.68754 -1.91108 0.057 -0.425 -0.642 -0.58
C 0.76899 -4.90770 -6.57601 -0.106 0.797 0.426 0.31
N 0.90711 -5.88709 -7.16467 0.010 -0.079 -0.026 -0.39
H -0.15730 -0.40645 -6.16934 0.005 0.007 0.025 0.22
H 1.05874 -4.60095 -3.96482 -0.005 0.026 0.008 0.21
F 2.39505 -3.17559 5.26133 0.009 -0.022 0.023 -0.35
C 2.46105 -2.38656 4.15335 -0.007 -0.006 0.017 0.36
C 2.80145 -1.06184 4.30431 0.033 0.173 -0.049 -0.26
C 2.86160 -0.24179 3.17981 0.022 -0.050 0.317 -0.28
C 2.57899 -0.78885 1.94641 -0.225 0.229 -0.587 0.37
C 2.24805 -2.12679 1.80159 -0.061 -0.295 0.183 -0.28
C 2.17968 -2.94105 2.92285 0.024 0.028 -0.164 -0.26
H 2.99773 -0.66929 5.29376 -0.008 -0.002 -0.020 0.22
H 3.09778 0.81073 3.26243 -0.007 -0.020 -0.001 0.24
H 2.03245 -2.52455 0.81433 0.036 0.030 0.007 0.25
H 1.88966 -3.97982 2.83953 0.045 0.083 0.021 0.23
```
Positions in Å, forces in eV/Å.

=====

# 2
Computed, not measured: a molecular structure, C39H26BClF4GdN6OSe in a non-equilibrium geometry, with ωB97M-V/def2-TZVPD.

For the energy relative to the best compared isomer or geometry (same formula, charge and spin), the calculation gives 268.0 kJ/mol. As for the net charge: -1. The multiplicity is 8. As for the HOMO energy (alpha / beta): -2.7 / -2.7 eV. Its expectation value of S² is 15.849. As for the orbital gap (alpha / beta): 3.334 / 3.341 eV.

The geometry in XYZ format:
```
80
Properties=species:S:1:pos:R:3:forces:R:3:lowdin_charge:R:1
Gd 10.73181 11.12770 12.47383 0.681 0.871 -1.127 1.77
Cl 4.82167 14.95730 9.48356 -1.228 0.566 -0.688 0.68
C 6.24587 14.33667 10.12477 2.400 -1.287 2.340 -0.73
C 7.51656 14.67331 9.54803 -0.120 -0.225 -0.649 -0.08
C 8.71075 14.23225 10.10252 -1.081 -0.563 -0.241 0.02
C 8.64572 13.33695 11.20792 0.886 0.194 1.759 -0.33
O 9.77403 13.04121 11.78862 -0.333 -0.843 -0.819 -0.23
C 7.39026 12.96305 11.84665 0.131 1.929 -2.004 -0.15
C 7.36682 12.12775 12.96611 2.044 -2.165 1.480 -0.04
N 8.32733 11.23060 13.24662 -1.201 0.148 -1.182 -0.01
C 8.13801 10.20908 14.19984 -0.096 1.100 1.962 -0.18
C 7.43649 10.44993 15.41113 0.907 -1.735 -1.897 0.01
C 7.27821 9.38273 16.32331 -0.173 0.376 0.833 -0.08
C 7.87908 8.17658 16.12533 -0.318 -1.279 -0.753 -0.05
C 8.60905 7.84704 14.93462 0.488 1.757 0.372 -0.13
C 9.25272 6.60751 14.71350 -0.480 0.592 -0.005 -0.02
C 10.06796 6.49797 13.61842 0.613 -1.081 -0.673 -0.06
C 10.39706 7.64559 12.87007 -0.150 1.046 -0.512 -0.08
N 9.87677 8.86877 13.14276 0.301 -1.644 -1.588 0.00
C 8.89216 8.95006 14.02998 -1.444 0.086 1.890 -0.17
C 6.20125 13.57331 11.31076 0.983 0.496 -1.275 -0.05
H 7.46229 15.23754 8.59050 0.343 -0.222 0.936 0.11
H 9.74497 14.40740 9.76482 -0.850 0.305 -0.109 0.14
H 6.56810 12.21775 13.69091 -0.694 -0.224 -0.246 0.13
H 7.02025 11.41241 15.62883 -0.107 0.321 -0.049 0.10
H 6.67773 9.56100 17.23912 0.590 -0.187 -0.628 0.12
H 7.77321 7.33803 16.80514 -0.229 0.254 0.285 0.11
H 9.07203 5.75592 15.37629 0.025 0.351 -0.198 0.12
H 10.47106 5.48439 13.34378 -0.235 1.368 0.202 0.12
H 11.04922 7.60747 11.96139 -0.327 0.026 1.172 0.13
H 5.24184 13.45296 11.77380 -0.312 -0.298 0.276 0.10
C 14.29629 10.21867 15.38458 0.821 -0.227 1.692 -0.06
C 13.04991 9.92126 14.81651 0.076 0.714 -1.672 -0.12
N 12.88960 10.03313 13.50085 -0.141 -0.312 -0.442 0.00
C 13.93667 10.24640 12.64257 2.130 0.450 1.449 -0.15
C 15.28231 10.38032 13.18594 -0.417 0.485 0.186 -0.12
C 15.40660 10.44333 14.61933 -1.022 -0.355 -1.294 0.00
C 16.37986 10.63532 12.33057 -1.508 -0.031 -1.023 -0.05
C 16.16350 10.85449 10.97575 -0.099 0.655 0.628 -0.08
C 14.86581 10.83464 10.43300 -1.355 -1.027 0.049 -0.02
C 13.72824 10.43338 11.23558 1.900 0.293 -0.087 -0.24
N 12.43145 10.23344 10.88178 -1.851 0.301 -1.281 -0.06
C 12.07572 9.68036 9.67463 1.579 -0.632 -0.631 -0.20
C 13.00712 8.99793 8.80453 -1.832 0.467 0.413 -0.03
C 12.60150 8.27028 7.66160 -1.326 0.670 0.035 -0.09
C 11.22814 8.18870 7.36741 0.906 0.070 0.373 -0.07
C 10.22757 8.82003 8.20793 1.943 -0.108 -0.825 -0.16
C 8.86356 8.67823 7.91437 -1.917 0.818 1.399 -0.01
C 7.94388 9.34136 8.77769 1.110 -0.441 -1.294 -0.05
C 8.46771 10.09822 9.82699 0.645 0.022 0.193 -0.13
N 9.77075 10.27375 10.09339 -0.980 -0.289 0.543 0.05
C 10.67748 9.65675 9.31079 -0.622 -1.240 -0.780 -0.16
H 14.49482 10.30111 16.47323 -0.803 -0.221 -0.703 0.11
H 12.09847 9.74630 15.31296 0.585 0.025 0.546 0.11
H 16.31936 10.70837 15.13411 0.233 -0.029 -0.355 0.11
H 17.33404 10.76102 12.74991 1.150 0.113 0.480 0.09
H 16.99035 11.22448 10.34690 -0.456 -0.450 0.321 0.11
H 14.76678 11.03241 9.33389 -0.194 -0.084 1.343 0.12
H 14.03757 9.03284 9.05747 0.586 -0.026 0.164 0.07
H 13.37824 7.84881 6.97848 -0.881 0.235 0.714 0.11
H 10.92350 7.66542 6.46607 -0.192 0.013 0.164 0.09
H 8.47828 8.03239 7.10118 0.568 0.540 0.463 0.12
H 6.85143 9.39174 8.64936 0.684 -0.464 -0.116 0.11
H 7.73894 10.52732 10.49979 0.242 0.425 0.240 0.09
Se 14.57791 14.97685 11.76133 0.236 -0.504 0.081 0.32
C 13.08169 16.02057 12.20660 0.812 -0.695 1.404 -0.81
C 12.40556 15.97474 13.44179 -0.613 0.001 -0.407 -0.12
C 11.26673 16.75469 13.62128 -0.720 -0.894 -1.016 -0.18
N 10.73166 17.50782 12.65023 0.790 0.990 -0.032 0.00
C 11.51578 17.68723 11.57114 -1.085 0.700 -0.336 -0.21
C 12.66176 16.97304 11.32406 0.065 1.287 -1.424 -0.21
H 12.63488 15.18067 14.12440 0.360 0.290 0.432 0.07
H 10.56498 16.63357 14.44159 0.510 -0.140 0.442 0.09
H 11.14865 18.46057 10.85209 0.314 -0.764 0.445 0.09
H 13.28973 17.14959 10.43863 -0.578 -0.024 0.271 0.08
F 12.17408 13.15305 13.87890 -1.055 -1.225 0.702 0.05
B 11.20160 12.98404 14.92305 0.897 0.043 -0.913 -1.12
F 10.04489 13.61343 14.58458 -0.130 0.170 0.623 0.18
F 11.74461 13.22018 16.16324 -0.681 -0.559 -0.683 0.18
F 10.77465 11.43364 14.73004 0.299 0.933 0.656 -0.17
```
Positions in Å, forces in eV/Å.

=====

# 3
Computed, not measured: a molecular structure, C39H26Br5F6FeN2O6S in a non-equilibrium geometry, with ωB97M-V/def2-TZVPD.

For the energy relative to the best compared isomer or geometry (same formula, charge and spin), the calculation gives 20.4 kJ/mol. As for the net charge: -2. The multiplicity is 2. As for the HOMO energy (alpha / beta): -2.2 / -2.3 eV. Its expectation value of S² is 0.775. As for the orbital gap (alpha / beta): 5.968 / 6.019 eV.

The geometry in XYZ format:
```
86
Properties=species:S:1:pos:R:3:forces:R:3:lowdin_charge:R:1
Fe -0.57072 -0.03431 -0.39027 -1.207 -0.104 -1.190 0.58
Br 3.47537 4.75331 3.91248 0.018 0.006 0.005 0.68
C 2.09966 3.69220 3.13398 -0.003 0.014 -0.049 -0.69
C 1.17552 3.08161 3.95911 -0.039 -0.021 -0.014 -0.13
C 0.17062 2.31116 3.38988 0.093 -0.079 0.170 -0.01
C 0.10857 2.14880 2.01474 0.074 0.043 -0.163 -0.24
C 1.05679 2.76348 1.20296 0.016 -0.187 -0.061 -0.01
C 2.05361 3.54282 1.75647 0.035 0.011 0.062 -0.11
N -0.87915 1.37984 1.35381 0.536 -0.569 0.191 0.11
C -2.02723 1.26470 1.87001 0.003 0.099 -0.114 -0.06
C -3.10562 0.63417 1.10516 -0.115 -0.074 0.075 -0.23
C -4.41469 0.73109 1.55388 0.025 -0.001 -0.030 -0.02
C -5.43262 0.27548 0.73190 -0.006 0.001 -0.013 -0.07
C -5.09566 -0.24654 -0.50142 0.000 0.024 0.053 -0.04
C -3.75407 -0.32223 -0.86005 -0.023 0.036 -0.132 -0.09
N -2.77411 0.09080 -0.07038 0.614 -0.022 0.343 0.13
H 1.24791 3.18507 5.03295 -0.001 0.003 -0.004 0.09
H -0.52517 1.79486 4.03879 0.024 -0.036 -0.019 0.11
H 0.98539 2.60562 0.13353 0.048 -0.070 0.018 0.11
H 2.79690 4.01345 1.12750 -0.009 0.004 0.010 0.10
H -2.29755 1.72550 2.82222 -0.020 0.087 -0.049 0.13
H -4.61953 1.17505 2.51939 -0.001 0.007 0.000 0.11
H -6.46804 0.35058 1.04041 0.001 -0.026 0.017 0.10
H -5.85171 -0.59294 -1.19241 0.012 0.000 -0.017 0.10
H -3.45276 -0.72647 -1.81533 -0.022 0.039 0.012 0.11
Br 6.52353 -0.40484 -2.25424 0.034 -0.005 -0.009 0.66
C 5.06511 -0.32287 -1.05268 0.013 0.006 -0.056 -0.76
C 5.30206 -0.42462 0.34509 0.084 -0.035 0.081 -0.76
Br 7.07240 -0.62375 0.98572 0.032 0.002 0.013 0.66
C 4.25713 -0.37062 1.22428 0.116 0.008 -0.077 -0.64
Br 4.48283 -0.42512 3.08903 -0.003 -0.021 0.028 0.77
C 2.88546 -0.23588 0.78438 -0.301 0.277 -0.077 -0.44
O 1.94775 -0.18218 1.57211 -0.163 0.593 0.006 0.01
C 2.63244 -0.12342 -0.67993 0.095 0.093 -0.479 -0.38
O 1.48393 0.00693 -1.16775 -0.077 0.049 1.135 -0.06
C 3.78944 -0.16165 -1.53659 -0.109 0.006 0.049 -0.63
Br 3.42986 0.01495 -3.37886 0.086 -0.040 0.030 0.82
C 1.88152 -5.04415 -3.80258 -0.002 0.013 -0.006 -0.06
C 1.53103 -4.63499 -2.39775 0.008 0.005 -0.006 -0.28
C 2.27825 -3.66907 -1.73041 -0.023 0.004 -0.018 -0.02
C 1.87969 -3.20104 -0.48977 -0.003 -0.055 0.041 -0.03
C 0.71414 -3.67592 0.08947 -0.034 0.104 -0.034 -0.25
C -0.00101 -4.68594 -0.53022 -0.018 -0.029 0.030 -0.07
C 0.41407 -5.16593 -1.76270 -0.010 -0.021 0.000 -0.06
S 0.08171 -2.85207 1.53806 0.207 -0.027 0.226 0.47
O 1.24974 -2.50996 2.31964 -0.229 -0.356 0.066 -0.32
O -0.84418 -3.77825 2.16850 -0.100 -0.018 -0.093 -0.35
O -0.64209 -1.67570 1.00078 0.084 0.409 -0.121 -0.37
H 2.92954 -4.83886 -4.02489 0.002 -0.009 -0.002 0.07
H 1.27416 -4.47753 -4.51427 0.011 -0.008 -0.006 0.08
H 1.69076 -6.10627 -3.97066 0.000 -0.001 -0.005 0.07
H 3.16161 -3.25390 -2.20309 0.033 0.017 0.001 0.11
H 2.45792 -2.45823 0.04233 -0.035 -0.104 -0.062 0.10
H -0.89420 -5.06442 -0.05000 -0.018 0.014 -0.013 0.11
H -0.16574 -5.93375 -2.26479 -0.019 0.006 0.001 0.11
C -0.21264 -0.77286 -6.12436 0.004 0.011 0.008 -0.12
C 0.35814 0.08754 -5.16220 -0.039 0.013 -0.011 -0.13
C 0.10410 -0.09094 -3.83054 -0.058 0.033 -0.029 -0.10
C -0.73214 -1.13507 -3.35070 -0.007 -0.010 -0.003 -0.15
C -1.00282 -1.30026 -1.94084 0.149 0.065 0.103 -0.09
C -1.81989 -2.37677 -1.64205 0.141 -0.137 0.000 -0.18
C -2.39031 -3.23723 -2.60317 0.002 -0.054 0.034 -0.11
C -2.14847 -3.05533 -3.93279 -0.019 0.010 -0.022 -0.08
C -1.29975 -1.99757 -4.33517 0.029 -0.036 -0.009 -0.19
C -1.01918 -1.79307 -5.71246 -0.006 -0.005 0.006 -0.08
H -0.01396 -0.62066 -7.18004 0.018 -0.016 -0.002 0.08
H 1.00540 0.89785 -5.48267 0.005 0.002 0.000 0.09
H 0.53595 0.57184 -3.10101 -0.030 0.013 0.062 0.06
H -2.05566 -2.57744 -0.60259 -0.014 0.014 0.026 0.09
H -3.02526 -4.05519 -2.27238 -0.005 -0.005 0.002 0.09
H -2.59148 -3.69960 -4.68673 0.023 -0.017 -0.001 0.09
H -1.46241 -2.47369 -6.43404 -0.016 0.011 -0.005 0.09
C -0.37440 3.42120 -3.13857 -0.012 -0.026 0.009 0.01
C -1.33838 2.80058 -2.09818 -0.118 -0.112 -0.135 -0.50
O -0.84549 1.70209 -1.55076 0.257 0.135 0.303 -0.16
C -1.64209 3.91982 -1.05036 -0.019 0.039 -0.007 -0.53
F -2.40071 3.50760 -0.01840 0.063 0.040 -0.033 0.14
F -0.49870 4.39685 -0.51767 -0.092 0.046 -0.060 0.13
F -2.28125 5.00009 -1.58020 0.009 -0.062 0.045 0.11
C -2.69236 2.51973 -2.84356 -0.051 -0.006 -0.048 -0.52
F -3.03761 3.49050 -3.73573 0.003 -0.045 0.037 0.11
F -2.62658 1.38004 -3.53618 -0.002 0.089 0.041 0.16
F -3.75438 2.40891 -2.00709 0.053 -0.030 -0.038 0.12
H 0.60542 3.47972 -2.66757 0.005 -0.005 -0.005 0.09
H -0.68313 4.40779 -3.48697 0.001 -0.004 -0.009 0.08
H -0.30888 2.73976 -3.98590 0.013 -0.009 0.002 0.08
```
Positions in Å, forces in eV/Å.